Entry from the OMol25 dataset: a molecular structure, C28H43ClF2KMgN5NaO11P in a non-equilibrium geometry (wB97M-V/def2-TZVPD).

The geometry in XYZ format:
```
94
Properties=species:S:1:pos:R:3:forces:R:3:lowdin_charge:R:1
N 3.004677 -3.673823 2.662595 -1.042 6.203 -3.115 0.1539
C 2.795386 -2.611694 2.105128 0.148 -3.795 1.187 -0.1405
C 2.331847 -1.350191 1.185324 -0.222 -1.941 1.530 -0.2097
C 0.729981 -1.254389 1.316385 -0.342 -0.569 0.619 -0.1387
C 0.149878 0.251370 1.389274 -0.821 0.042 1.001 -0.0723
C -1.037927 0.551623 0.340950 1.282 2.992 -2.788 -0.3609
O -0.766906 1.305707 -0.641832 -0.873 -3.107 3.516 0.0342
N -2.428156 0.025175 0.464110 2.913 -1.283 -1.137 -0.0010
C -2.328497 -1.360482 -0.120244 0.229 -3.167 -0.127 -0.2301
C -2.380768 -2.547190 0.942384 1.072 -1.550 -4.671 -0.1568
C -2.229616 -4.030649 0.395761 0.061 2.350 -2.140 -0.0350
C -2.038436 -4.326096 -1.150945 -0.383 4.227 1.864 -0.0585
C -2.000846 -3.095120 -2.123101 -0.175 0.520 2.880 -0.0639
C -2.140600 -1.606801 -1.667288 -0.204 -3.169 3.139 0.0169
C 2.872084 -1.642205 -0.300668 1.097 -0.357 0.011 -0.3167
C 2.294453 -3.024520 -0.932771 -3.803 -1.325 -1.967 -0.0939
N 1.608465 -3.864806 -1.486087 4.233 4.552 3.216 0.1603
C 4.492676 -1.887429 -0.199285 -0.224 -1.055 -0.639 -0.0777
C 5.231453 -1.730777 -1.625939 -1.497 -1.460 -2.563 -0.1524
O 4.777328 -2.227736 -2.697029 1.376 1.994 4.811 0.0330
C 2.485546 -0.402605 -1.257429 -0.327 0.233 -1.320 0.0030
C 3.331580 0.933058 -1.008864 1.436 1.687 1.474 -0.2214
O 3.652589 1.434596 0.101945 -1.606 -2.415 -5.135 -0.1324
F 3.802640 1.617014 -2.183224 -1.527 -2.142 3.117 0.0690
H 2.792078 -0.417861 1.671640 -0.423 -1.393 -1.145 0.1258
H 0.263627 -1.885899 0.481638 0.604 1.018 1.130 0.1082
H 0.418273 -1.769221 2.310924 0.671 0.760 -1.831 0.1350
H -0.318602 0.401830 2.444690 0.775 -0.332 -1.704 0.1275
H 0.998571 1.044157 1.333102 -1.674 -1.253 -0.438 0.1223
H -2.746892 -0.006256 1.450700 0.465 -0.079 -0.292 -0.0644
H -2.487086 -2.339079 2.090213 1.230 -0.858 -2.760 -0.1228
H -2.244761 -4.905231 1.156053 0.016 1.695 -1.510 0.1013
H -1.899440 -5.396524 -1.548912 -0.345 1.982 0.776 0.0629
H -1.829433 -3.288115 -3.238797 -0.350 0.339 1.871 0.0887
H -2.084159 -0.729958 -2.406276 -0.171 -1.535 1.384 0.1185
H 4.597106 -3.013075 0.079489 0.019 1.924 -0.387 0.1471
H 4.981889 -1.300890 0.653534 -0.719 -0.575 -1.425 0.1254
H 6.228862 -1.152593 -1.665069 -1.227 -0.656 0.227 0.1322
H 1.367971 -0.104909 -1.144710 1.775 -0.366 -0.017 0.1447
H 2.606422 -0.728377 -2.363624 -0.023 0.720 1.896 0.1552
O -2.222211 -7.478572 -2.851980 0.342 -0.143 -0.210 -0.0485
H -3.116475 -7.832908 -2.954775 0.046 0.076 0.114 0.0702
H -1.774220 -7.740379 -3.663663 -0.527 0.049 0.018 0.0026
C 7.643678 -2.595537 -5.068978 0.905 -2.593 -3.256 -0.8464
O 7.081341 -3.591569 -5.576304 0.670 0.141 0.209 0.0082
O 6.737378 -1.729349 -4.565852 -1.406 1.165 0.746 0.0117
O 8.850461 -2.294985 -4.957936 -0.440 -0.774 -0.958 -0.1002
H 5.994324 -2.304217 -4.842637 -0.644 0.769 0.495 0.1117
K 4.659644 2.140297 2.130769 0.310 0.567 0.732 0.9936
N -5.274173 -0.177004 -0.439755 -0.165 -0.109 0.027 -0.0128
C -6.028227 0.965345 -0.389450 -0.036 0.064 0.005 -0.1373
C -7.232465 0.705761 -0.998056 0.113 0.221 0.145 -0.1013
C -7.206704 -0.644552 -1.426264 0.108 -0.266 -0.024 -0.1052
C -5.987384 -1.165228 -1.065810 -0.058 -0.068 -0.048 -0.1511
H -4.340243 -0.275180 -0.072627 -0.395 0.286 -0.351 0.0354
H -5.643141 1.862417 0.072467 -0.057 -0.071 -0.070 0.1016
H -8.042693 1.409781 -1.120261 0.097 -0.076 0.015 0.0966
H -7.993453 -1.177108 -1.940739 0.088 0.061 0.058 0.0945
H -5.565928 -2.150678 -1.201423 -0.045 0.085 -0.009 0.0997
F 10.767414 -1.439758 -5.921209 1.415 -2.421 -4.107 -0.4613
Na 8.374218 -1.896233 -3.159282 0.485 0.927 2.926 0.7066
Cl 11.039481 -2.616937 -7.504775 -0.640 2.786 3.754 0.5004
N 0.781973 -7.958199 -4.164202 0.015 0.004 0.034 0.3306
H 0.458492 -8.775518 -3.635456 0.061 0.059 0.020 0.1638
H 0.767717 -7.130679 -3.557235 0.011 -0.031 0.016 0.1621
H 1.738573 -8.122380 -4.496016 -0.059 0.016 -0.003 0.1698
H 0.164239 -7.803858 -4.967448 0.179 -0.004 -0.005 0.1604
Mg -4.036595 -1.373588 2.672795 -1.830 0.543 1.197 0.6133
O 0.410688 5.274586 2.601127 0.185 -3.166 3.102 -0.2866
P -0.764597 5.493787 3.565738 -2.933 7.624 -4.703 0.7201
O -1.930256 5.619082 2.373427 0.089 -1.392 0.389 -0.2279
C -1.946505 4.719003 1.269520 -0.214 0.032 -0.385 -0.2828
C -2.655523 3.420468 1.604451 -0.188 -0.047 -0.003 -0.0795
O -0.525882 7.112843 3.806330 0.211 -1.225 1.213 -0.2198
C 0.715650 7.736476 3.511963 0.431 0.327 -0.166 -0.2995
C 0.717077 8.286169 2.097771 -0.093 -0.022 -0.204 -0.0724
O -2.012532 5.681015 4.720532 2.443 -1.830 0.127 -0.1934
C -3.170445 4.870658 4.753713 -0.527 -0.610 0.162 -0.2896
C -2.885432 3.506510 5.343458 -0.081 -0.039 0.308 -0.0778
H -0.945623 4.513483 0.891410 0.126 0.105 0.165 0.0983
H -2.487867 5.222638 0.464293 0.010 0.085 0.147 0.1284
H -2.175748 2.916340 2.449307 0.066 -0.041 0.025 0.0584
H -2.647425 2.743414 0.746877 -0.005 0.096 -0.008 0.0557
H -3.697960 3.602212 1.878025 0.077 -0.036 -0.008 0.0806
H 1.552018 7.052817 3.686851 -0.145 0.033 -0.150 0.0984
H 0.836961 8.564221 4.216785 -0.189 -0.126 0.038 0.1200
H 0.493080 7.511903 1.359884 0.119 -0.052 0.127 0.0679
H 1.688949 8.726119 1.855534 -0.096 -0.006 0.052 0.0789
H -0.051780 9.054374 1.987345 0.104 -0.002 0.083 0.0832
H -3.639687 4.801348 3.773376 0.279 0.040 -0.108 0.0969
H -3.895288 5.385912 5.391465 0.315 0.195 0.037 0.1364
H -2.079637 3.000068 4.805844 -0.038 -0.046 -0.144 0.0536
H -3.782690 2.882503 5.312360 0.122 0.004 -0.018 0.0848
H -2.567856 3.602875 6.384942 -0.037 -0.023 -0.083 0.0832
```
Forces are in eV/Å.

Its charge is +2. The spin multiplicity is 1. Its orbital gap is 4.41 eV. The value obtained for the calculated total energy is -4156.7252 a.u.